Entry from the OMol25 dataset: one molecule with the formula C23H32BrN3O3 (the ωB97M-V functional and the def2-TZVPD basis).

Results
- HOMO level: -0.258 Eh
- Molar mass: 478.4 g mol⁻¹
- Frontier orbital gap: 0.280 Eh
- E_LUMO: 0.596 eV
- 2S+1: 1
- Energy above the lowest of the compared OMol25 structures with the same formula, charge and spin: 19.57 kJ/mol
- SMILES string: CCOc1cc(CNc2ccc(N(C)C)cc2)cc(Br)c1OCC(=O)NC(C)(C)C
- Net charge: 0
- E_tot: -105025.74143 eV

```
62
Properties=species:S:1:pos:R:3:forces:R:3:nbo_charge:R:1
C 3.661 5.035 0.834 -0.364 -0.227 -0.121 -0.6189
C 2.243 4.614 0.485 0.088 0.393 0.107 -0.0620
O 2.283 3.240 0.150 0.004 -0.290 -0.129 -0.5206
C 1.131 2.598 -0.185 0.081 -0.225 -0.014 0.3309
C -0.112 3.213 -0.280 0.051 0.079 -0.010 -0.3118
C -1.246 2.522 -0.689 0.066 -0.050 -0.093 -0.0168
C -1.146 1.173 -0.995 0.080 0.083 -0.001 -0.2620
C 0.078 0.553 -0.859 0.256 -0.132 0.007 -0.0801
C 1.231 1.221 -0.465 -0.154 -0.052 0.042 0.2002
O 2.371 0.477 -0.438 -0.031 0.400 -0.201 -0.5140
C 3.396 0.767 0.491 0.546 0.109 0.465 -0.1458
C 4.229 -0.490 0.789 -0.579 0.501 -0.296 0.6690
O 5.153 -0.424 1.576 0.268 0.099 0.246 -0.6459
N 3.836 -1.578 0.121 -0.272 -0.386 -0.372 -0.6329
H 3.037 -1.484 -0.488 -0.021 0.154 0.076 0.4268
C 4.423 -2.913 0.231 0.252 -0.152 0.169 0.1246
C 3.650 -3.819 -0.726 0.126 0.188 0.142 -0.6118
H 2.593 -3.832 -0.471 -0.142 -0.035 0.052 0.2105
H 3.753 -3.467 -1.750 0.017 0.031 -0.155 0.2113
H 4.034 -4.834 -0.669 0.035 -0.102 0.010 0.2183
C 4.279 -3.409 1.672 0.044 0.094 -0.153 -0.6202
H 4.795 -2.730 2.345 0.030 0.012 0.084 0.2378
H 4.710 -4.401 1.774 0.052 -0.154 0.014 0.2055
H 3.229 -3.452 1.952 -0.121 -0.026 0.036 0.2066
C 5.900 -2.850 -0.163 -0.154 0.016 0.081 -0.6204
H 6.003 -2.490 -1.184 0.016 0.018 -0.125 0.2063
H 6.428 -2.172 0.501 0.078 0.020 0.024 0.2403
H 6.350 -3.837 -0.092 0.063 -0.150 -0.006 0.2052
H 2.983 1.122 1.441 0.048 -0.074 -0.105 0.2039
H 4.070 1.539 0.105 -0.095 -0.175 0.109 0.2108
Br 0.247 -1.297 -1.228 -0.212 -0.071 -0.073 0.0590
H -2.010 0.610 -1.308 -0.033 -0.081 -0.033 0.2419
C -2.597 3.196 -0.703 0.161 -0.073 0.034 -0.2289
N -3.405 2.793 0.436 -0.141 0.447 0.337 -0.5980
C -3.919 1.489 0.477 -0.205 -0.238 0.096 0.1218
C -4.616 0.939 -0.596 0.144 0.175 0.161 -0.2351
C -5.152 -0.330 -0.526 0.007 -0.193 -0.045 -0.2786
C -5.037 -1.114 0.628 -0.007 0.225 0.051 0.2214
C -4.350 -0.548 1.708 -0.041 -0.176 -0.006 -0.2647
C -3.805 0.717 1.629 0.042 0.190 -0.204 -0.2343
H -3.275 1.117 2.484 0.064 0.017 0.057 0.2046
H -4.224 -1.095 2.628 -0.003 -0.091 0.074 0.2117
N -5.614 -2.369 0.714 -0.194 -0.390 0.025 -0.4377
C -5.221 -3.241 1.795 0.020 0.114 0.058 -0.4022
H -4.140 -3.432 1.809 0.033 -0.010 0.054 0.1816
H -5.736 -4.194 1.693 -0.001 0.036 0.009 0.2044
H -5.513 -2.808 2.753 0.065 -0.073 0.059 0.1973
C -6.082 -3.004 -0.495 -0.010 0.119 -0.030 -0.4018
H -5.283 -3.139 -1.237 -0.010 0.002 -0.066 0.1803
H -6.491 -3.982 -0.251 -0.002 0.038 -0.002 0.2045
H -6.882 -2.414 -0.944 0.006 -0.057 -0.098 0.1979
H -5.671 -0.703 -1.394 -0.061 -0.073 -0.066 0.2129
H -4.746 1.509 -1.504 -0.032 0.054 -0.080 0.2084
H -2.939 3.023 1.308 -0.057 -0.036 -0.159 0.3656
H -3.135 2.942 -1.618 0.037 0.133 0.028 0.2065
H -2.480 4.282 -0.662 -0.017 -0.089 -0.121 0.2031
H -0.204 4.264 -0.053 0.032 0.131 0.028 0.2176
H 1.576 4.773 1.343 0.009 -0.031 -0.137 0.1727
H 1.870 5.198 -0.367 -0.031 -0.086 0.111 0.1739
H 4.316 4.881 -0.019 0.086 0.023 -0.069 0.2158
H 3.676 6.086 1.109 0.028 0.110 0.033 0.2158
H 4.032 4.443 1.666 0.055 -0.013 0.095 0.2178
```
Forces are in eV/Å.